Entry 1:
This record from OMol25 describes a molecular structure, C18H21N3O2S in a non-equilibrium geometry. The level of theory is wB97M-V/def2-TZVPD.

Last column: natural (NBO) charge in e.
Cartesian coordinates (Å):
C (0.245, -1.949, 3.537)  -0.502
C (-1.008, -0.890, 3.372)  -0.356
C (-2.228, -1.593, 2.603)  -0.392
C (-3.351, -0.600, 2.409)  -0.391
C (-3.079, 0.868, 1.564)  -0.479
C (-2.380, 1.755, 2.574)  0.676
O (-2.748, 1.999, 3.683)  -0.603
N (-1.494, 2.486, 2.105)  -0.587
C (-0.547, 2.368, 1.087)  0.574
N (-0.536, 1.431, 0.342)  -0.498
C (0.379, 1.114, -0.624)  0.286
C (1.336, 2.206, -0.844)  -0.244
C (1.310, 3.524, 0.172)  0.245
N (0.409, 3.285, 1.230)  -0.487
H (1.986, 4.161, 0.154)  0.173
C (2.589, 2.262, -1.738)  0.549
O (3.399, 3.267, -1.774)  -0.547
C (2.425, 1.172, -2.741)  -0.430
H (3.158, 0.931, -3.145)  0.182
C (1.866, -0.201, -2.057)  -0.166
C (1.688, -1.260, -3.157)  -0.088
C (1.942, -1.441, -4.415)  -0.300
C (1.690, -2.698, -4.932)  -0.244
C (1.683, -3.643, -3.973)  -0.443
S (1.278, -2.981, -2.563)  0.410
H (1.367, -4.587, -4.095)  0.232
H (1.779, -2.606, -6.048)  0.232
H (1.822, -0.530, -4.995)  0.222
C (0.514, 0.143, -1.556)  -0.458
H (0.023, -0.681, -0.971)  0.245
H (-0.391, 0.310, -2.384)  0.259
H (2.352, -0.355, -1.369)  0.170
H (1.625, 1.460, -3.494)  0.227
H (-1.147, 3.360, 2.783)  0.437
H (-3.904, 1.124, 1.233)  0.206
H (-2.394, 0.319, 0.910)  0.253
H (-3.833, -0.380, 3.308)  0.208
H (-3.903, -1.264, 2.007)  0.193
H (-1.750, -1.873, 1.472)  0.169
H (-2.307, -2.670, 2.952)  0.233
H (-0.439, -0.022, 2.856)  0.185
H (-1.057, -0.770, 4.263)  0.166
H (0.663, -2.293, 2.418)  0.145
H (-0.038, -2.701, 3.972)  0.166
H (1.005, -1.560, 3.868)  0.175

Values from the calculation:
- HOMO-LUMO gap: 8.32 eV
- Energy above the lowest of the compared OMol25 structures with the same formula, charge and spin: 1693.68 kJ/mol
- Maximum force: 0.360 Eh/bohr
- Total charge: 0
- LUMO level: -0.0286 hartree

Entry 2:
This record from OMol25 describes a molecular structure, C18H21N3O2S in a non-equilibrium geometry. The level of theory is wB97M-V/def2-TZVPD.

Last column: natural (NBO) charge in e.
Cartesian coordinates (Å):
C (-2.601, -1.659, 1.022)  -0.591
H (-3.443, -2.115, 1.232)  0.192
H (-2.156, -0.905, 1.703)  0.214
H (-2.756, -1.100, 0.014)  0.210
C (-1.598, -2.930, 0.521)  -0.162
N (-0.394, -2.310, 0.355)  -0.166
C (0.461, -1.714, 1.255)  0.031
C (1.654, -1.330, 0.203)  -0.163
C (1.307, -1.870, -1.036)  0.110
N (0.181, -2.457, -0.933)  -0.288
C (2.166, -1.761, -2.129)  -0.667
H (2.857, -2.660, -2.140)  0.242
H (1.637, -2.355, -3.133)  0.236
H (2.776, -0.932, -2.244)  0.260
C (2.936, -0.724, 0.637)  -0.253
N (2.684, 0.681, 1.155)  -0.627
S (2.530, 1.429, -0.336)  2.207
O (3.198, 0.984, -1.410)  -0.917
O (2.804, 3.085, -0.144)  -0.933
C (0.714, 1.417, -0.555)  -0.341
C (-0.160, 1.696, 0.243)  -0.042
C (-1.625, 1.731, 0.277)  -0.024
C (-2.443, 2.095, 1.181)  -0.269
C (-3.844, 1.975, 1.053)  -0.054
C (-4.258, 1.690, -0.621)  -0.196
C (-3.296, 1.198, -1.380)  -0.212
C (-1.975, 1.037, -1.154)  -0.035
C (-1.022, 1.042, -2.193)  -0.226
C (0.206, 0.924, -1.817)  -0.163
H (1.047, 0.683, -2.616)  0.231
H (-1.421, 0.672, -3.173)  0.229
H (-3.772, 0.838, -2.466)  0.192
H (-5.289, 1.525, -0.536)  0.217
H (-4.510, 2.067, 1.627)  0.136
H (-2.098, 2.231, 2.092)  0.209
H (0.324, 2.224, 1.322)  0.188
C (3.772, 1.302, 1.738)  -0.320
H (3.572, 0.958, 3.193)  0.104
H (3.598, 2.418, 1.890)  0.274
H (4.653, 1.178, 1.701)  0.151
H (3.799, -0.925, 0.157)  0.216
H (3.149, -1.096, 1.936)  0.199
H (0.242, -1.397, 2.143)  0.197
H (-1.554, -3.518, 1.594)  0.188
H (-2.051, -3.322, -0.229)  0.217

Values from the calculation:
- HOMO-LUMO gap: 7.89 eV
- Energy above the lowest of the compared OMol25 structures with the same formula, charge and spin: 2034.03 kJ/mol
- Maximum force: 0.359 Eh/bohr
- Total charge: 0
- LUMO level: -0.0137 hartree

Entry 3:
This record from OMol25 describes a single C18H21N3O3 molecule in a non-equilibrium geometry. The level of theory is wB97M-V/def2-TZVPD.

Last column: natural (NBO) charge in e.
Cartesian coordinates (Å):
C (-0.330, -4.084, -5.167)  -0.259
O (-1.179, -3.551, -4.149)  -0.478
C (-0.895, -2.245, -3.876)  0.519
N (-0.334, -1.422, -4.667)  -0.523
C (0.091, -0.204, -4.484)  0.251
N (-0.064, 0.341, -3.229)  -0.449
C (-0.412, -0.490, -2.284)  0.125
C (-0.965, -1.761, -2.521)  0.198
O (-1.249, -2.412, -1.334)  -0.409
C (-0.915, -1.539, -0.314)  0.511
N (-1.011, -1.713, 1.054)  -0.478
C (-0.742, -0.731, 1.941)  0.273
C (-0.592, -1.053, 3.482)  -0.240
C (-1.943, -1.067, 4.171)  -0.607
C (0.071, -2.532, 3.545)  -0.592
C (-0.339, 0.559, 1.402)  -0.099
C (-0.237, 0.780, -0.013)  0.080
C (-0.469, -0.330, -0.878)  -0.135
C (0.157, 2.147, -0.509)  -0.467
C (0.944, 3.122, 0.447)  0.278
C (2.426, 2.682, 0.685)  -0.660
C (0.957, 4.611, 0.118)  -0.626
O (0.222, 3.027, 1.745)  -0.554
C (0.224, 1.700, 2.315)  -0.096
H (-0.364, -5.157, -5.083)  0.198
H (-0.739, -3.841, -6.144)  0.185
H (0.666, -3.682, -5.166)  0.193
H (0.462, 0.336, -5.366)  0.201
H (0.088, -0.432, 4.101)  0.217
H (-2.504, -1.749, 3.590)  0.217
H (-2.429, -0.108, 4.184)  0.210
H (-1.850, -1.314, 5.223)  0.210
H (0.028, -2.741, 4.560)  0.196
H (1.165, -2.531, 3.287)  0.207
H (-0.429, -3.307, 3.022)  0.225
H (0.739, 1.948, -1.364)  0.237
H (-0.715, 2.691, -0.750)  0.234
H (3.136, 2.882, -0.105)  0.223
H (2.858, 3.101, 1.618)  0.223
H (2.541, 1.556, 0.822)  0.211
H (0.075, 5.259, 0.458)  0.234
H (1.086, 4.727, -0.920)  0.214
H (1.841, 5.123, 0.625)  0.217
H (-0.349, 1.810, 3.227)  0.202
H (1.278, 1.593, 2.703)  0.184

Values from the calculation:
- HOMO-LUMO gap: 9.04 eV
- Energy above the lowest of the compared OMol25 structures with the same formula, charge and spin: 407.19 kJ/mol
- Maximum force: 0.085 Eh/bohr
- Total charge: 0
- LUMO level: 0.0060 hartree

Entry 4:
This record from OMol25 describes a single C18H21N5O2S2 molecule in a non-equilibrium geometry. The level of theory is wB97M-V/def2-TZVPD.

Last column: natural (NBO) charge in e.
Cartesian coordinates (Å):
C (4.712, 1.819, -2.089)  -0.629
C (4.167, 2.196, -0.700)  0.235
C (5.366, 2.624, 0.211)  -0.611
O (3.283, 3.306, -0.790)  -0.724
C (3.285, 1.122, -0.017)  -0.258
C (2.119, 1.365, 0.746)  -0.309
C (1.662, 0.193, 1.414)  0.211
C (0.537, 0.302, 2.395)  -0.267
C (0.133, -1.065, 3.058)  -0.400
C (-0.249, -2.258, 2.124)  -0.405
C (-1.407, -1.737, 1.260)  -0.221
N (-1.105, -0.454, 0.651)  -0.434
C (-1.478, -0.182, -0.655)  0.670
O (-0.964, 0.762, -1.188)  -0.592
C (-1.819, -1.221, -1.693)  -0.107
C (-1.021, -1.905, -2.525)  -0.380
S (-1.826, -2.816, -3.768)  0.434
C (-3.372, -2.358, -3.074)  -0.417
C (-3.311, -1.565, -1.959)  0.099
N (-4.452, -1.040, -1.308)  -0.060
N (-4.392, -0.022, -0.394)  -0.222
C (-5.641, 0.307, -0.235)  -0.060
C (-6.585, -0.644, -0.873)  -0.075
N (-5.795, -1.436, -1.510)  -0.226
C (-0.743, 0.610, 1.619)  -0.209
N (2.459, -0.799, 1.226)  -0.609
S (3.604, -0.489, 0.032)  0.663
H (3.969, 1.444, -2.803)  0.223
H (5.302, 2.686, -2.483)  0.229
H (5.393, 0.963, -1.955)  0.207
H (5.926, 1.711, 0.568)  0.211
H (5.114, 3.211, 1.042)  0.225
H (6.060, 3.236, -0.269)  0.214
H (2.366, 2.968, -0.956)  0.480
H (1.660, 2.321, 0.839)  0.225
H (0.876, 0.902, 3.209)  0.244
H (1.010, -1.483, 3.605)  0.218
H (-0.699, -0.943, 3.771)  0.204
H (-0.563, -3.210, 2.556)  0.214
H (0.568, -2.508, 1.518)  0.221
H (-2.291, -1.625, 1.870)  0.171
H (-1.700, -2.524, 0.594)  0.219
H (0.012, -1.919, -2.249)  0.251
H (-4.379, -2.627, -3.458)  0.262
H (-5.962, 1.130, 0.397)  0.210
H (-7.662, -0.523, -1.065)  0.237
H (-1.639, 0.668, 2.245)  0.201
H (-0.530, 1.506, 1.066)  0.235

Values from the calculation:
- HOMO-LUMO gap: 9.14 eV
- Energy above the lowest of the compared OMol25 structures with the same formula, charge and spin: 566.48 kJ/mol
- Maximum force: 0.111 Eh/bohr
- Total charge: 0
- LUMO level: 0.0225 hartree